The following is a quantum chemistry calculation of the ion C4H11N2 with charge +1, from the Open Molecules 2025 dataset.

Results
- net charge = +1
- SMILES = C/[NH+]=C(\C)CN
- ΔE to the lowest compared entry with this formula, charge and spin (kcal per mole) = 41.0
- energy (eV) = -7299.1692
- frontier orbital gap (eV) = 11.118
- max |F| (eV/A) = 4.29

Last column: natural (NBO) charge in e.
Atoms and positions in Å:
C1 -1.75 1.32 -0.08  -0.4642
N1 -0.47 0.70 -0.08  -0.4369
C2 -0.01 -0.50 0.00  0.4595
C3 -0.69 -1.69 0.22  -0.7319
C4 1.48 -0.48 -0.30  -0.2865
N2 1.92 0.91 0.09  -0.8474
H1 -2.61 0.65 -0.31  0.2312
H2 -1.99 1.89 0.80  0.2450
H3 -1.95 2.03 -0.84  0.2504
H4 0.34 1.38 -0.07  0.4547
H5 -0.79 -2.34 -0.62  0.2940
H6 -0.06 -2.29 0.81  0.2674
H7 -1.63 -1.65 0.75  0.2700
H8 1.42 -0.73 -1.35  0.2546
H9 1.89 -1.28 0.38  0.2264
H10 2.66 1.31 -0.48  0.4122
H11 2.25 0.77 1.09  0.4014

The following is a quantum chemistry calculation of a structure of composition C19H23ILuN5O5, from the Open Molecules 2025 dataset.

Results
- net charge = -2
- energy (eV) = -79477.4120
- frontier orbital gap (alpha / beta) (eV) = 1.537 / 1.544
- max |F| (eV/A) = 5.12

Last column: natural (NBO) charge in e.
Atoms and positions in Å:
C1 0.21 0.52 -5.41  -0.9083
I1 0.54 -1.08 -3.88  -0.0704
H1 -0.76 0.25 -5.84  0.1920
H2 0.99 0.36 -6.16  0.1924
H3 0.22 1.50 -4.95  0.2394
C2 -1.09 3.54 0.42  -0.0337
C3 -2.12 2.91 -0.18  -0.1170
N1 -1.57 2.12 -1.20  -0.4318
C4 -0.24 2.42 -1.30  0.1763
N2 0.07 3.18 -0.23  -0.3705
H4 -1.08 4.20 1.28  0.2199
H5 -3.17 2.95 0.03  0.2202
C5 2.30 -3.93 -1.15  -0.0747
C6 0.52 -2.50 -1.30  0.0931
N3 1.77 -2.72 -0.76  -0.3658
H6 1.41 -5.51 -2.42  0.2172
N4 0.29 -3.69 -1.98  -0.3789
H7 3.30 -4.23 -0.88  0.2153
Lu1 -0.50 -0.20 -1.42  1.2671
C7 0.62 1.73 -2.30  -0.0423
O1 1.43 2.36 -2.94  -0.7458
C8 1.36 -4.55 -1.91  -0.0989
C9 -0.88 -4.01 -2.76  -0.4442
H8 -1.78 -3.65 -2.27  0.2193
H9 -0.96 -5.11 -2.89  0.1990
H10 -0.81 -3.57 -3.76  0.2239
C10 2.51 -1.81 0.05  -0.3984
H11 3.54 -2.19 0.18  0.1848
H12 2.09 -1.71 1.07  0.2501
H13 2.55 -0.80 -0.40  0.2415
C11 1.42 3.57 0.15  -0.4126
H14 1.47 4.66 0.35  0.1834
H15 2.12 3.29 -0.65  0.2448
H16 1.70 3.03 1.07  0.2167
C12 -2.36 1.71 -2.36  -0.4318
H17 -2.30 0.61 -2.56  0.1480
H18 -2.06 2.25 -3.29  0.2351
H19 -3.41 1.93 -2.13  0.2014
O2 -1.70 -0.42 0.56  -0.8360
C13 -0.64 -0.13 1.23  0.6834
O3 0.45 0.05 0.54  -0.8558
C14 -0.56 0.03 2.69  -0.3247
C15 0.70 0.23 3.28  -0.1684
C16 0.80 0.30 4.66  -0.2703
C17 -0.36 0.23 5.44  -0.0832
C18 -1.63 0.15 4.84  -0.2497
C19 -1.74 0.06 3.46  -0.2098
N5 -0.27 0.25 6.86  0.4400
O4 0.85 0.30 7.41  -0.6061
O5 -1.34 0.21 7.52  -0.6095
H20 1.58 0.33 2.66  0.1933
H21 1.76 0.39 5.16  0.2176
H22 -2.51 0.14 5.47  0.2206
H23 -2.71 0.03 2.96  0.2026

The following is a quantum chemistry calculation of a structure of composition C39H56BrF7NOReSi, from the Open Molecules 2025 dataset.

Results
- net charge = +1
- ⟨S²⟩ = 0.93
- ΔE to the lowest compared entry with this formula, charge and spin (kcal per mole) = 32.9
- energy (eV) = -143954.7843
- 2S+1 = 2
- frontier orbital gap (alpha / beta) (eV) = 5.808 / 6.202
- max |F| (eV/A) = 2.84

Last column: Löwdin charge in e.
Atoms and positions in Å:
Re1 1.18 -0.06 -1.00  1.3790
C1 2.46 2.67 -0.26  -0.1837
C2 2.38 3.47 -1.36  -0.0936
C3 2.81 2.74 -2.50  -0.0714
C4 3.19 1.48 -2.09  -0.1809
C5 2.88 1.32 -0.67  -0.3930
H1 2.24 2.95 0.75  0.0812
H2 2.06 4.50 -1.38  0.1029
H3 2.86 3.12 -3.50  0.1077
H4 3.72 0.77 -2.70  0.0887
H5 3.61 0.82 -0.02  0.0954
C6 -0.27 -2.29 1.36  -0.0878
C7 0.54 -3.45 0.78  -0.3479
C8 0.00 -3.85 -0.59  -0.0515
C9 2.03 -3.15 0.83  -0.1360
C10 2.71 -3.72 1.90  -0.0278
C11 4.08 -3.60 2.04  -0.0473
C12 4.81 -2.92 1.09  -0.0247
C13 4.18 -2.31 0.01  -0.1414
C14 5.04 -1.66 -1.04  -0.3682
C15 6.08 -0.71 -0.44  -0.0585
C16 5.77 -2.74 -1.85  -0.0329
C17 2.77 -2.38 -0.10  -0.1852
N1 2.16 -1.76 -1.22  -0.0862
C18 2.28 -2.46 -2.40  -0.2217
C19 2.64 -3.82 -2.46  -0.0261
C20 2.70 -4.49 -3.66  -0.0552
C21 2.44 -3.83 -4.85  -0.0407
C22 2.16 -2.48 -4.84  0.0052
C23 2.06 -1.83 -3.64  -0.2017
F1 1.76 -0.50 -3.61  0.0299
H6 -1.18 -2.66 1.83  0.0824
H7 -0.56 -1.62 0.55  -0.0052
H8 0.30 -1.74 2.11  0.0769
H9 0.40 -4.32 1.44  0.1304
H10 -0.03 -2.99 -1.27  0.0415
H11 -1.01 -4.23 -0.47  0.0908
H12 0.61 -4.63 -1.05  0.0778
H13 2.16 -4.30 2.62  0.1165
H14 4.58 -4.07 2.87  0.1105
H15 5.88 -2.87 1.17  0.1165
H16 4.40 -1.09 -1.72  0.0988
H17 6.91 -1.26 -0.03  0.0786
H18 5.65 -0.09 0.35  0.0747
H19 6.46 -0.05 -1.21  0.0860
H20 6.34 -3.39 -1.20  0.0868
H21 6.46 -2.26 -2.54  0.0882
H22 5.07 -3.34 -2.43  0.0617
H23 2.87 -4.33 -1.54  0.1275
H24 2.92 -5.55 -3.66  0.1171
H25 2.46 -4.37 -5.78  0.1150
H26 1.97 -1.93 -5.76  0.1313
C24 -2.54 -2.06 -2.69  0.0400
C25 -1.58 -0.86 -2.81  -0.4573
O1 -0.44 -1.06 -2.11  -0.2746
C26 -2.30 0.41 -2.33  -0.5912
F2 -1.47 1.46 -2.28  0.0767
F3 -2.76 0.24 -1.07  0.0729
F4 -3.36 0.78 -3.05  0.1763
C27 -1.27 -0.65 -4.31  -0.5706
F5 -0.51 0.43 -4.53  0.1625
F6 -0.62 -1.70 -4.82  0.1601
F7 -2.37 -0.49 -5.05  0.1653
H27 -2.76 -2.24 -1.64  0.0927
H28 -2.06 -2.94 -3.11  0.1021
H29 -3.46 -1.85 -3.24  0.1005
C28 -4.76 1.02 3.62  -0.0700
C29 -3.46 0.67 2.88  -0.6085
C30 -3.77 -0.37 1.80  -0.0877
C31 -2.49 0.03 3.88  -0.0916
Si1 -2.73 2.33 2.14  1.1024
Br1 -0.30 1.20 0.49  0.4454
C32 -1.52 3.40 3.27  -0.6163
C33 -0.97 4.61 2.50  -0.0942
C34 -0.30 2.63 3.79  -0.1051
C35 -2.33 3.90 4.48  -0.0720
C36 -3.83 3.31 0.84  -0.5965
C37 -4.88 2.43 0.15  -0.0822
C38 -2.97 3.94 -0.27  -0.0805
C39 -4.57 4.43 1.58  -0.0774
H30 -5.16 0.13 4.09  0.1004
H31 -5.53 1.40 2.95  0.0707
H32 -4.60 1.77 4.40  0.0762
H33 -4.13 -1.28 2.28  0.0964
H34 -2.87 -0.62 1.24  0.0465
H35 -4.53 -0.04 1.10  0.0675
H36 -2.91 -0.92 4.20  0.0955
H37 -2.36 0.65 4.75  0.0724
H38 -1.53 -0.17 3.41  0.0664
H39 -0.44 4.28 1.61  0.0672
H40 -0.27 5.14 3.14  0.0959
H41 -1.75 5.31 2.22  0.0693
H42 0.34 2.32 2.97  0.0245
H43 -0.56 1.76 4.38  0.0616
H44 0.28 3.30 4.43  0.0959
H45 -3.22 4.44 4.18  0.0733
H46 -1.70 4.58 5.06  0.0998
H47 -2.62 3.08 5.13  0.0752
H48 -4.42 1.66 -0.45  0.0583
H49 -5.46 3.06 -0.53  0.0991
H50 -5.57 1.98 0.85  0.0708
H51 -2.46 3.18 -0.84  0.0522
H52 -2.22 4.62 0.14  0.0648
H53 -3.61 4.50 -0.94  0.1003
H54 -5.18 4.05 2.40  0.0825
H55 -5.23 4.94 0.88  0.0991
H56 -3.88 5.17 1.98  0.0669

The following is a quantum chemistry calculation of a structure of composition C20H40AgAsF6O15, from the Open Molecules 2025 dataset.

Results
- ΔE to the lowest compared entry with this formula, charge and spin (kcal per mole) = 103.4
- energy (eV) = -133244.4379
- frontier orbital gap (eV) = 10.402
- max |F| (eV/A) = 3.91

Last column: Löwdin charge in e.
Atoms and positions in Å:
Ag1 0.17 0.04 0.90  0.8040
As1 -1.49 -1.38 4.63  0.9104
F1 -0.30 -2.74 4.50  -0.2934
F2 -0.22 -0.19 5.08  -0.2905
F3 -2.65 -0.07 4.76  -0.2795
F4 -2.79 -2.45 4.08  -0.2782
F5 -1.98 -1.86 6.29  -0.2841
F6 -1.09 -0.82 2.90  -0.3570
C1 2.55 -3.62 -2.29  -0.0554
C2 1.29 -2.91 -2.64  -0.1864
O1 0.29 -3.56 -1.83  0.0283
C3 -0.30 -3.01 -0.73  -0.5720
O2 -0.34 -1.83 -0.44  0.0517
O3 -0.95 -3.92 -0.04  -0.0014
C4 -1.80 -3.58 1.13  0.0228
H1 3.06 -3.08 -1.50  0.0589
H2 3.26 -3.66 -3.12  0.0826
H3 2.57 -4.65 -1.91  0.0950
H4 1.00 -3.17 -3.66  0.1112
H5 1.24 -1.82 -2.62  0.1050
H6 -2.38 -4.49 0.94  0.0967
H7 -2.62 -2.86 1.20  0.0864
H8 -1.21 -3.62 2.04  0.0794
C5 0.23 -0.42 -5.14  -0.0305
C6 1.29 0.58 -4.55  -0.2091
O4 0.84 1.79 -4.07  0.0647
C7 0.51 1.86 -2.79  -0.5308
O5 0.41 0.98 -1.91  0.0661
O6 0.18 3.15 -2.57  -0.0059
C8 0.26 3.64 -1.26  -0.0372
H9 0.57 -1.45 -5.11  0.0522
H10 0.09 -0.31 -6.22  0.0718
H11 -0.70 -0.45 -4.59  0.0730
H12 2.00 0.85 -5.33  0.1250
H13 1.96 0.06 -3.86  0.1056
H14 -0.58 3.26 -0.68  0.0796
H15 -0.16 4.62 -1.49  0.1030
H16 1.25 3.69 -0.79  0.0952
C9 -3.96 -0.02 -3.21  -0.0638
C10 -4.10 1.20 -2.32  -0.2077
O7 -2.93 1.43 -1.49  0.0411
C11 -2.84 1.01 -0.20  -0.5271
O8 -1.84 1.07 0.47  0.0582
O9 -4.01 0.60 0.31  -0.0270
C12 -4.24 0.36 1.67  -0.0198
H17 -3.30 -0.78 -2.79  0.0845
H18 -3.49 0.33 -4.13  0.0676
H19 -5.00 -0.27 -3.43  0.0837
H20 -5.05 1.02 -1.82  0.1151
H21 -4.23 2.03 -3.02  0.1245
H22 -3.71 -0.60 1.71  0.0882
H23 -5.32 0.26 1.78  0.1056
H24 -3.81 1.04 2.41  0.0961
C13 3.75 -0.02 -0.95  -0.0406
C14 4.10 -0.41 0.53  -0.1869
O10 3.87 -1.79 0.71  0.0327
C15 2.82 -2.18 1.43  -0.5834
O11 1.95 -1.55 1.97  0.1110
O12 2.94 -3.49 1.38  0.0045
C16 2.00 -4.32 1.89  -0.0460
H25 4.23 -0.73 -1.62  0.0696
H26 4.10 0.97 -1.24  0.0733
H27 2.67 -0.09 -1.06  0.0480
H28 3.34 0.17 1.05  0.0923
H29 5.05 -0.14 1.00  0.1291
H30 1.06 -3.96 1.49  0.0866
H31 2.05 -4.43 2.98  0.1121
H32 2.31 -5.31 1.54  0.1066
C17 -1.88 3.95 2.54  -0.0617
C18 -0.88 3.37 3.56  -0.1611
O13 0.48 3.94 3.43  0.0251
C19 1.29 3.38 2.46  -0.4591
O14 1.23 2.28 1.92  0.0588
O15 2.27 4.34 2.16  -0.0355
C20 3.34 4.02 1.30  -0.0639
H33 -1.75 5.03 2.48  0.0729
H34 -2.91 3.91 2.88  0.0783
H35 -1.85 3.60 1.51  0.0531
H36 -1.03 2.29 3.51  0.1062
H37 -1.10 3.63 4.59  0.1270
H38 3.51 3.01 0.92  0.0873
H39 4.21 4.39 1.84  0.0939
H40 3.18 4.80 0.56  0.0930

The following is a quantum chemistry calculation of a cluster of 2 separate species, C7H4F2IO3 in total, from the Open Molecules 2025 dataset.

Results
- net charge = -1
- ΔE to the lowest compared entry with this formula, charge and spin (kcal per mole) = 31.8
- energy (eV) = -27001.4422
- frontier orbital gap (eV) = 7.117
- max |F| (eV/A) = 5.03

Last column: natural (NBO) charge in e.
Atoms and positions in Å:
C1 -1.67 -0.96 0.96  -0.6152
C2 -1.09 -1.37 -0.26  0.5946
C3 -0.69 -0.27 1.83  0.5918
C4 -3.02 -1.05 1.22  0.7921
C5 0.49 -1.18 -0.10  -0.5093
C6 0.72 -0.53 1.20  -0.5111
C7 -4.10 -0.35 -0.74  0.3573
O1 -3.88 -1.25 1.98  -0.4669
O2 -1.57 -1.82 -1.24  -0.5828
O3 -0.87 0.44 2.82  -0.6092
F1 -4.51 -1.50 -1.41  -0.4052
F2 -3.43 0.37 -1.67  -0.3809
I1 -5.91 0.69 -0.17  -0.1209
H1 0.85 -2.07 -0.33  0.2127
H2 0.82 -0.39 -0.81  0.2125
H3 1.24 0.44 1.11  0.2168
H4 1.48 -0.92 1.90  0.2237

The following is a quantum chemistry calculation of the ion C7H7N2O2 with charge +1, from the Open Molecules 2025 dataset.

Results
- net charge = +1
- SMILES = [NH2+]=C(c1ccccc1)[N+](=O)[O-]
- ΔE to the lowest compared entry with this formula, charge and spin (kcal per mole) = 32.7
- energy (eV) = -14437.0902
- frontier orbital gap (eV) = 7.698
- max |F| (eV/A) = 3.58

Last column: natural (NBO) charge in e.
Atoms and positions in Å:
N1 0.51 0.52 2.47  -0.6314
C1 -0.30 0.56 1.47  0.4950
C2 -0.10 -0.11 0.08  -0.0955
C3 -1.02 -0.03 -0.98  -0.1399
C4 -0.62 -0.43 -2.24  -0.2065
C5 0.66 -0.93 -2.47  -0.0984
C6 1.55 -1.06 -1.40  -0.2059
C7 1.18 -0.66 -0.14  -0.1583
N2 -1.56 1.32 1.80  0.5019
O1 -2.38 1.48 0.95  -0.2609
O2 -1.60 1.70 2.94  -0.3241
H1 1.40 0.03 2.50  0.4527
H2 0.18 1.03 3.31  0.4697
H3 -2.01 0.35 -0.84  0.2602
H4 -1.31 -0.34 -3.07  0.2471
H5 0.97 -1.20 -3.46  0.2443
H6 2.54 -1.46 -1.56  0.2460
H7 1.89 -0.75 0.67  0.2041